[1]
This record from the OMol25 dataset describes a gas-phase ion, C3H8NOS (charge +2). The level of theory is ωB97M-V/def2-TZVPD.

```
14
Properties=species:S:1:pos:R:3:forces:R:3:mulliken_charge:R:1
S 2.197 -0.210 -0.438 -0.1 -0.1 -0.2 0.353
O -2.165 -1.198 0.313 -0.2 0.1 0.1 -0.348
N -1.516 1.310 0.294 0.3 0.0 -0.1 -0.376
C 0.537 0.434 -0.814 0.2 0.0 0.6 -0.774
C -0.384 0.323 0.443 0.2 0.4 0.5 -0.091
C -1.042 -1.056 0.679 0.2 -0.4 -0.4 -0.059
H 0.653 1.487 -1.050 0.1 0.1 -0.3 0.457
H -1.817 1.366 -0.684 -0.4 0.0 0.1 0.361
H -1.245 2.247 0.608 0.0 0.1 -0.1 0.355
H -0.455 -1.870 1.140 0.1 0.2 0.0 0.428
H 0.168 -0.137 -1.664 -0.1 -0.1 -0.1 0.455
H 2.834 0.978 -0.288 0.0 0.0 0.0 0.343
H 0.174 0.666 1.318 -0.1 -0.2 0.1 0.511
H -2.316 1.010 0.870 -0.1 -0.1 -0.3 0.386
```
Forces are in eV/Å.

E_HOMO (spin up / spin down): -19.4 / -19.4 eV
calculated total energy: -646.5082 hartree
total charge: +2
Kohn-Sham gap (spin up / spin down): 0.395 / 0.206 Ha
2S+1: 2
expectation value of S²: 0.753

---

[2]
This record from the OMol25 dataset describes a gas-phase ion, C3H8NOS2 (charge +1). The level of theory is ωB97M-V/def2-TZVPD.

```
15
Properties=species:S:1:pos:R:3:forces:R:3:mulliken_charge:R:1
S 0.661 -2.294 0.170 -1.8 0.3 1.5 -0.159
S -2.106 0.053 -0.019 2.7 -0.9 0.1 -0.011
O 0.097 -1.109 -2.229 0.6 1.8 1.5 -0.447
N 0.789 0.382 -0.556 -0.6 0.3 -2.4 -0.096
C -0.919 0.678 1.290 -1.8 0.2 -2.5 -0.718
C 0.146 -0.960 -0.881 -2.2 0.7 0.5 0.088
C 0.234 1.275 0.552 -2.3 1.4 -2.3 -0.315
H -0.381 -2.105 1.215 1.8 -0.3 -2.0 0.221
H -1.448 1.385 1.937 0.3 0.0 -0.1 0.420
H 0.762 0.880 -1.522 0.0 -0.7 2.1 0.373
H 1.748 0.373 -0.277 1.3 -1.0 -0.3 0.383
H 0.087 -1.979 -2.619 -0.1 -1.0 0.4 0.388
H 0.967 1.462 1.288 1.4 0.7 0.2 0.331
H -0.532 -0.137 1.806 0.2 -1.4 1.5 0.247
H -0.103 2.097 -0.155 0.4 -0.1 2.0 0.296
```
Forces are in eV/Å.

E_HOMO (spin up / spin down): -13.1 / -13.0 eV
calculated total energy: -1045.1027 hartree
total charge: +1
Kohn-Sham gap (spin up / spin down): 0.284 / 0.274 Ha

---

[3]
This record from the OMol25 dataset describes 2 unconnected molecules or ions with the total composition C3H8NOS2. The level of theory is ωB97M-V/def2-TZVPD.

```
15
Properties=species:S:1:pos:R:3:forces:R:3:mulliken_charge:R:1
S -0.465 0.689 1.559 -1.3 0.6 -0.5 -0.010
S -1.449 2.340 -0.770 -0.4 -1.9 -1.7 -0.071
O 2.121 0.698 -0.802 0.2 0.9 -1.0 -0.573
N -0.958 -0.303 -0.746 -0.1 -0.4 -1.8 -0.249
C -1.092 0.783 -0.048 1.2 1.9 0.6 0.410
C -0.504 -1.491 -0.041 2.1 1.0 0.4 -0.546
C -0.099 -1.050 1.370 3.0 0.5 0.4 -0.474
H -0.582 -1.552 2.170 -0.5 -0.7 0.4 0.450
H 1.036 -1.073 1.573 -1.7 -0.4 -0.5 0.302
H 3.004 1.126 -0.632 -1.4 -0.6 -0.5 0.302
H 1.765 1.067 -1.662 1.1 -0.4 1.5 0.311
H -0.620 -0.279 -1.737 -1.3 0.3 1.1 0.345
H 0.389 -1.719 -0.648 -0.4 -1.0 0.7 0.304
H -1.317 3.010 0.308 0.3 1.0 1.8 0.177
H -1.229 -2.247 0.105 -0.8 -0.8 -0.8 0.323
```
Forces are in eV/Å.

E_HOMO: -14.0 eV
calculated total energy: -1045.2077 hartree
total charge: +1
Kohn-Sham gap: 0.347 Ha

---

[4]
This record from the OMol25 dataset describes a gas-phase ion, C3H8NS (charge -1). The level of theory is ωB97M-V/def2-TZVPD.

```
13
Properties=species:S:1:pos:R:3:forces:R:3:mulliken_charge:R:1
S -2.545 0.703 -1.156 -0.2 0.0 0.1 -0.653
N 1.342 -0.632 1.499 -0.3 0.7 1.0 -0.710
C 0.183 0.507 -0.411 0.7 -0.2 -0.8 -0.620
C -0.848 0.221 -1.501 0.5 -0.3 -0.6 -0.897
C 0.066 -0.429 0.775 -0.4 0.8 -0.1 -0.356
H -0.298 -1.363 0.377 0.0 -0.6 0.1 0.343
H 1.076 -1.011 2.412 0.1 -0.5 -0.3 0.243
H 0.163 1.565 -0.158 -0.2 0.1 0.4 0.320
H 1.148 0.351 -0.920 0.2 -0.2 0.4 0.325
H -0.723 -0.856 -1.733 -0.4 0.1 0.2 0.259
H -0.450 0.667 -2.429 -0.3 0.3 0.2 0.261
H 1.613 0.303 1.828 0.2 -0.1 -0.6 0.241
H -0.727 -0.027 1.416 0.0 -0.2 0.1 0.243
```
Forces are in eV/Å.

E_HOMO: -2.2 eV
structure (SMILES): NCCC[S-]
calculated total energy: -572.0603 hartree
total charge: -1
Kohn-Sham gap: 0.230 Ha